Entry 1:
# CH14O5S

6 unconnected molecules or ions with the total composition CH14O5S in a non-equilibrium geometry (ωB97M-V/def2-TZVPD, OMol25).

Structure (ORCA input):
```
! wB97M-V def2-TZVPD RIJCOSX def2/J DEFGRID3
* xyz 0 1
C -2.68 0.74 1.89
S -1.24 0.51 3.01
H -2.14 1.44 1.27
H -3.12 -0.22 1.65
H -3.47 1.30 2.39
H -1.57 -0.37 3.95
O 0.96 1.53 -2.59
H 1.25 0.67 -2.92
H 1.76 2.06 -2.51
O 2.74 1.09 3.71
H 1.89 1.30 3.26
H 3.17 1.93 3.60
O -1.55 1.82 -0.91
H -2.03 1.38 -1.60
H -0.69 1.92 -1.38
O 0.91 -4.44 -4.36
H 1.68 -4.71 -4.87
H 0.65 -3.54 -4.59
O 1.47 -1.48 -2.45
H 1.73 -2.40 -2.57
H 0.87 -1.56 -1.70
*
```

Computed properties:
- structure (SMILES) = CS.O.O.O.O.O

Löwdin population analysis, charges in e, atoms 1 to 2: atom 1 (C): -0.454, atom 2 (S): 0.614

---

Entry 2:
# CH15Mn2O11P

A molecular structure, CH15Mn2O11P in a non-equilibrium geometry (ωB97M-V/def2-TZVPD, OMol25).

Structure (ORCA input):
```
! wB97M-V def2-TZVPD RIJCOSX def2/J DEFGRID3
* xyz 0 11
Mn -0.83 2.78 1.97
Mn 0.61 -0.04 2.26
C 0.12 1.18 -0.75
O -0.24 1.30 0.61
H -0.46 0.40 -1.25
H 0.07 2.14 -1.27
H 1.18 0.86 -0.85
P -1.25 1.01 3.95
O -2.19 2.09 3.28
O -1.29 1.01 5.40
O 0.12 1.54 3.31
O -1.17 -0.38 3.16
O -2.93 0.16 0.67
H -3.38 0.07 1.52
H -1.98 0.20 0.90
O 3.57 -1.23 -1.17
H 3.32 -0.33 -1.42
H 3.83 -1.65 -2.01
O 2.54 0.53 1.50
H 2.89 -0.01 0.77
H 3.28 1.06 1.82
O -1.09 -0.16 -3.55
H -0.27 -0.66 -3.38
H -1.72 -0.51 -2.87
O -2.57 -1.60 -1.61
H -2.33 -2.48 -1.30
H -2.45 -1.01 -0.83
O 1.51 -1.85 -3.27
H 1.67 -1.62 -2.34
H 1.44 -2.81 -3.27
*
```

Löwdin population analysis, charges in e, atoms 1 to 2: atom 1 (Mn): 1.109, atom 2 (Mn): 1.006

---

Entry 3:
# CH15NO5

6 unconnected molecules or ions with the total composition CH15NO5 in a non-equilibrium geometry (ωB97M-V/def2-TZVPD, OMol25).

Structure (ORCA input):
```
! wB97M-V def2-TZVPD RIJCOSX def2/J DEFGRID3
* xyz 0 1
C 0.75 1.34 -1.56
N -0.68 1.65 -1.22
H 1.16 0.38 -2.13
H 1.52 1.32 -0.78
H 1.16 2.14 -2.20
H -0.91 2.36 -2.01
H -1.11 0.72 -1.25
O -1.71 -1.66 -1.92
H -0.93 -1.11 -2.10
H -1.28 -2.41 -1.41
O 0.78 -2.32 -1.06
H 0.95 -3.02 -0.40
H 0.49 -2.80 -1.74
O 1.36 0.75 1.49
H 1.41 0.10 0.93
H 0.46 0.99 1.77
O -1.26 2.32 1.60
H -1.22 1.99 0.63
H -0.34 2.65 1.71
O -0.05 -2.21 3.99
H 0.23 -1.56 3.32
H -0.78 -1.64 4.32
*
```

Computed properties:
- structure (SMILES) = CN.O.O.O.O.O

Löwdin population analysis, charges in e, atoms 1 to 2: atom 1 (C): -0.208, atom 2 (N): -0.054

---

Entry 4:
# CH16O6

7 unconnected molecules or ions with the total composition CH16O6 in a non-equilibrium geometry (ωB97M-V/def2-TZVPD, OMol25).

Structure (ORCA input):
```
! wB97M-V def2-TZVPD RIJCOSX def2/J DEFGRID3
* xyz 0 1
C -1.17 -0.30 2.87
H -1.02 0.44 3.65
H -0.76 0.12 1.86
H -0.74 -1.18 3.27
H -2.26 -0.40 2.67
O -2.15 -0.85 -3.86
H -2.76 -1.42 -4.43
H -1.43 -0.64 -4.51
O -0.53 3.36 1.09
H 0.30 3.39 1.52
H -0.38 2.87 0.22
O 2.37 1.01 0.06
H 2.47 1.99 0.32
H 1.41 0.83 -0.14
O 0.47 -1.71 -1.46
H 0.44 -2.59 -1.69
H 1.05 -1.78 -0.64
O -0.62 0.84 -0.82
H -0.24 0.10 -1.15
H -1.03 1.17 -1.66
O 2.04 -1.87 0.60
H 2.48 -2.46 1.32
H 2.08 -0.91 0.91
*
```

Computed properties:
- structure (SMILES) = C.O.O.O.O.O.O

Löwdin population analysis, charges in e, atoms 1 to 2: atom 1 (C): -0.050, atom 2 (H): 0.004

---

Entry 5:
# CH18Na3O12

A molecular structure, CH18Na3O12 in a non-equilibrium geometry (ωB97M-V/def2-TZVPD, OMol25).

Structure (ORCA input):
```
! wB97M-V def2-TZVPD RIJCOSX def2/J DEFGRID3
* xyz 1 1
Na -0.07 -9.70 4.80
Na 0.63 -7.43 5.37
Na -1.78 -7.56 4.90
C 0.21 -7.91 3.10
O 1.15 -8.75 3.09
O 0.27 -6.84 2.46
O -0.73 -8.21 3.85
O 2.43 -6.73 3.02
H 2.77 -7.62 3.12
H 1.49 -6.84 2.89
O 1.61 -10.61 2.68
H 1.56 -10.69 1.73
H 1.32 -9.71 2.85
O -0.75 -5.23 3.22
H -0.37 -6.08 2.99
H -0.66 -5.18 4.17
O 0.83 -5.38 1.48
H 0.86 -6.17 2.01
H -0.03 -5.41 1.06
O 1.38 -8.11 0.80
H 0.99 -7.96 1.66
H 1.73 -9.00 0.85
O 2.53 -8.57 4.53
H 2.14 -9.17 5.16
H 1.98 -8.64 3.75
O -0.72 -6.92 0.62
H -1.25 -7.71 0.68
H 0.14 -7.18 0.95
O -0.41 -9.49 1.34
H -0.07 -8.98 2.08
H -1.26 -9.82 1.64
O -2.00 -6.89 2.46
H -1.55 -6.08 2.22
H -1.31 -7.47 2.76
*
```

Löwdin population analysis, charges in e, atoms 1 to 2: atom 1 (Na): 0.775, atom 2 (Na): 0.765

---

Entry 6:
# CH18Ni2O12

A molecular structure, CH18Ni2O12 in a non-equilibrium geometry (ωB97M-V/def2-TZVPD, OMol25).

Structure (ORCA input):
```
! wB97M-V def2-TZVPD RIJCOSX def2/J DEFGRID3
* xyz 1 6
Ni -1.20 25.68 15.50
Ni 1.69 20.92 16.91
C 0.08 23.53 15.91
O -1.03 23.72 16.23
O 0.70 22.46 16.07
O 0.51 24.54 15.33
O -1.86 20.74 14.06
H -1.45 21.25 13.36
H -2.14 21.40 14.70
O 2.85 23.44 13.73
H 2.07 23.91 14.03
H 2.71 23.33 12.79
O 0.47 24.63 19.19
H 1.34 24.24 19.06
H -0.14 23.91 19.06
O 0.81 19.52 15.68
H -0.01 19.04 15.81
H 1.07 19.32 14.78
O -3.31 22.14 16.00
H -4.05 22.69 15.75
H -2.60 22.76 16.18
O -1.56 22.91 18.87
H -2.45 23.26 18.90
H -1.31 22.96 17.95
O 3.27 21.05 15.42
H 2.94 21.63 14.72
H 3.97 20.55 15.01
O 3.10 25.39 16.70
H 2.98 24.61 17.25
H 2.42 25.32 16.04
O -0.20 26.65 17.07
H -0.58 27.34 17.62
H 0.60 26.40 17.53
*
```

Löwdin population analysis, charges in e, atoms 1 to 2: atom 1 (Ni): 0.780, atom 2 (Ni): 1.149

---

Short version: E_tot = -820.843984; -3518.244553; -477.960503; -499.089925; -1437.490927; -3968.042390 hartree, in the order given.